Here is an isolated molecule of C3H8FN3 at a distorted geometry from the OMol25 dataset. Energies are from ωB97M-V with the def2-TZVPD basis set.

```
15
Properties=species:S:1:pos:R:3:lowdin_charge:R:1
C 0.0940 1.6377 -1.6244 -0.14
N 0.8028 1.1876 -0.4269 0.03
C 0.3311 0.2048 0.2359 -0.36
C -1.0405 -0.4625 0.0028 -0.12
F -0.8287 -1.6332 -0.7318 -0.06
N 1.0497 -0.3584 1.2650 -0.05
N 0.7288 -1.6319 1.7780 0.01
H 0.8295 1.8192 -2.4148 0.07
H -0.3671 2.6126 -1.4290 0.08
H -0.6461 1.0017 -2.0352 0.04
H -1.7352 0.1041 -0.6413 0.11
H -1.4940 -0.7173 0.9605 0.11
H 2.0076 -0.0286 1.4286 0.14
H 0.2403 -2.2197 1.1130 0.06
H 0.0277 -1.5160 2.5198 0.08
```

Results
Max |F| (Eh/bohr): 0.0366
Electronic energy (a.u.): -383.1785
Frontier orbital gap (eV): 9.5292
Structure (SMILES): C/N=C(\CF)NN
Total charge: 0


Here is C3H8GaO3 as an isolated structure at a distorted geometry from the OMol25 dataset. Energies are from ωB97M-V with the def2-TZVPD basis set.

```
15
Properties=species:S:1:pos:R:3:lowdin_charge:R:1
O 0.8457 1.5851 -0.5276 -0.19
C 1.6729 0.5456 -0.0628 -0.03
C 0.1930 -0.1767 0.8768 0.16
O 0.1883 1.7002 2.2135 -0.11
Ga 0.3713 2.7074 0.7721 1.19
H 2.4692 0.3404 0.6604 0.16
H 2.1659 0.1513 -0.9634 0.16
H 0.5888 -1.0748 1.3751 0.13
H -0.8155 0.2286 1.0677 0.11
O -0.3906 -0.6788 -0.7821 -0.22
H 0.0419 0.8796 -1.1870 0.33
C -1.5939 -1.4083 -0.8466 -0.06
H -1.5133 -2.3564 -0.2908 0.12
H -2.4183 -0.8265 -0.4031 0.11
H -1.8054 -1.6168 -1.9021 0.13
```

Results
Max |F| (Eh/bohr): 0.0987
<S²>: 0.810
Electronic energy (a.u.): -2268.4884
Frontier orbital gap (alpha / beta) (eV): 5.9607 / 5.4418
Total charge: +2
Spin multiplicity: 2


Here is a 2-piece molecular cluster, C3H8I2Si overall at a distorted geometry from the OMol25 dataset. Energies are from ωB97M-V with the def2-TZVPD basis set.

```
14
Properties=species:S:1:pos:R:3:lowdin_charge:R:1
C 2.5439 -0.9610 -0.1997 -0.22
C -3.1030 1.1326 -0.2282 -0.46
C 1.8097 -1.3799 1.0178 -0.05
Si -1.3795 0.4962 0.0119 -0.17
I -0.3690 2.6860 0.9026 0.25
I -0.6828 0.0599 -2.2813 0.38
H 2.3235 -1.7288 -0.9665 0.06
H 2.4037 0.1589 -0.5348 0.10
H 3.5934 -1.1495 -0.0855 0.05
H -3.4209 1.9806 0.3889 0.01
H -3.2711 1.4930 -1.1568 -0.04
H -3.8273 0.3249 0.1388 0.05
H 1.6995 -0.7020 1.8006 0.01
H 1.6800 -2.4108 1.1923 0.03
```

Results
Max |F| (Eh/bohr): 0.0940
Electronic energy (a.u.): -1003.9187
Frontier orbital gap (alpha / beta) (eV): 5.9284 / 8.7168
Total charge: 0


Here is C3H8IN2S as an isolated structure at a distorted geometry from the OMol25 dataset. Energies are from ωB97M-V with the def2-TZVPD basis set.

```
15
Properties=species:S:1:pos:R:3:lowdin_charge:R:1
C 1.0644 -0.9224 0.2730 -0.20
C 1.8847 -0.0240 -1.9458 -0.01
C -3.5725 0.8229 1.5569 -0.42
N 1.7292 -0.9584 -0.8371 0.03
N 0.2327 0.0440 0.6670 -0.41
S -0.5518 -0.0718 2.2157 0.47
I -2.4083 2.4936 1.3331 0.98
H 1.0119 -1.7012 0.9200 0.10
H 1.6699 0.9397 -1.6418 0.06
H 2.9528 -0.0768 -2.1965 0.11
H 1.4723 -0.3283 -2.9163 0.11
H -4.3763 0.6108 2.3766 0.07
H -3.2966 0.0140 0.9733 -0.09
H 2.2513 -1.7968 -1.0216 0.16
H -0.0636 0.9548 0.2436 0.05
```

Results
Max |F| (Eh/bohr): 0.0927
Electronic energy (a.u.): -924.0890
Frontier orbital gap (alpha / beta) (eV): 5.2135 / 5.1594
Total charge: +1


Here is C3H8INO as an isolated structure at a distorted geometry from the OMol25 dataset. Energies are from ωB97M-V with the def2-TZVPD basis set.

```
14
Properties=species:S:1:pos:R:3:lowdin_charge:R:1
I 2.4956 0.7730 2.1049 0.05
C -1.2313 -1.5622 -0.2809 0.00
C 0.1582 -1.0143 -0.2882 -0.29
O 1.2489 -1.6245 0.0857 0.04
N 0.1167 0.4944 -0.7127 0.06
H 0.5644 0.6345 -1.6071 0.17
H -0.7688 0.7630 -1.1177 0.14
C 0.4604 1.3967 0.4564 -0.31
H -1.8750 -0.7352 0.0188 0.09
H -1.2897 -2.2965 0.5225 0.11
H -1.4900 -1.9037 -1.2832 0.10
H -0.0843 1.1482 1.3672 0.05
H 0.1753 2.3759 0.0716 0.09
H 1.5196 1.5508 0.6624 -0.30
```

Results
Max |F| (Eh/bohr): 0.1686
Electronic energy (a.u.): -546.6361
Frontier orbital gap (eV): 5.2981
Total charge: 0


Here is an isolated molecule of C3H8INS at a distorted geometry from the OMol25 dataset. Energies are from ωB97M-V with the def2-TZVPD basis set.

```
14
Properties=species:S:1:pos:R:3:lowdin_charge:R:1
C -0.6532 2.3383 -0.3124 -0.19
C 0.6458 -2.6569 0.2125 -0.23
C -0.9708 0.9261 0.1010 -0.42
N -0.0387 -1.4145 0.2633 -0.49
S 0.3491 -0.2055 -0.5909 0.63
I 2.5054 1.0213 0.3982 0.20
H 0.0219 2.8546 0.2862 0.01
H -0.0999 2.2622 -1.2147 0.04
H -1.6449 2.8295 -0.3106 0.09
H 1.7474 -2.5432 0.3722 0.07
H 0.7167 -3.1346 -0.8683 0.11
H 0.1782 -3.2842 0.9383 0.06
H -1.7714 0.4711 -0.4022 0.05
H -0.9856 0.5358 1.1274 0.09
```

Results
Max |F| (Eh/bohr): 0.0677
Electronic energy (a.u.): -869.6645
Frontier orbital gap (alpha / beta) (eV): 7.6388 / 7.6391
Total charge: 0